C32H20CrN3O3 as an isolated structure at a distorted geometry, computed with ωB97M-V with the def2-TZVPD basis set.

```
59
Properties=species:S:1:pos:R:3:nbo_charge:R:1
C 0.033 -0.687 -3.675 -0.010
N 0.916 0.272 -3.615 0.039
N 1.682 1.157 -3.554 0.266
C -1.342 -0.412 -3.661 -0.056
C -2.306 -1.437 -3.674 -0.124
C -3.640 -1.139 -3.654 -0.108
C -4.076 0.189 -3.626 -0.056
C -5.439 0.480 -3.614 0.204
N -6.578 0.722 -3.606 -0.136
C -3.126 1.213 -3.617 -0.158
C -1.790 0.922 -3.633 -0.133
H 0.388 -1.701 -3.734 0.287
H -1.978 -2.461 -3.705 0.245
H -4.375 -1.927 -3.666 0.253
H -3.465 2.236 -3.602 0.258
H -1.056 1.709 -3.637 0.225
O 0.016 1.947 6.433 -0.380
C 0.316 2.229 5.370 0.753
Cr 0.776 2.701 3.618 -0.683
C 1.686 1.078 3.328 0.756
O 2.233 0.096 3.142 -0.391
C 2.373 3.530 4.144 0.754
O 3.341 4.044 4.455 -0.379
C -0.444 4.487 3.480 -0.238
C -1.296 3.359 3.574 -0.146
C -1.129 2.265 2.693 -0.179
C -0.117 2.291 1.677 -0.046
C 0.094 1.170 0.842 -0.103
C 0.401 0.089 0.328 0.152
C 0.818 -1.176 0.018 -0.106
C 2.247 -1.388 -0.098 -0.029
C 3.118 -0.286 -0.139 -0.221
C 4.480 -0.450 -0.236 -0.197
C 5.025 -1.719 -0.278 -0.163
C 4.198 -2.824 -0.229 -0.206
C 2.842 -2.655 -0.146 -0.132
C -0.198 -2.203 -0.070 -0.125
C -1.556 -1.843 -0.085 -0.192
C -2.548 -2.793 -0.141 -0.219
C -2.222 -4.135 -0.169 -0.171
C -0.897 -4.524 -0.151 -0.228
C 0.088 -3.574 -0.108 -0.065
C 0.738 3.439 1.599 -0.229
C 0.558 4.534 2.477 -0.126
H -0.559 5.320 4.177 0.285
H -2.057 3.316 4.356 0.282
H -1.765 1.385 2.784 0.271
H 2.705 0.706 -0.087 0.205
H 5.124 0.415 -0.263 0.227
H 6.092 -1.844 -0.345 0.234
H 4.617 -3.816 -0.240 0.237
H 2.089 -3.571 -0.086 0.158
H -1.819 -0.801 -0.049 0.210
H -3.583 -2.489 -0.144 0.226
H -3.001 -4.878 -0.198 0.233
H -0.636 -5.569 -0.154 0.237
H 1.242 -3.853 -0.074 0.181
H 1.551 3.442 0.873 0.274
H 1.207 5.409 2.396 0.281
```

## Properties
Frontier orbital gap (alpha / beta) (eV): 5.4 / 4.8
Energy (eV): -72520.552
Charge: +2
Multiplicity: 4



C32H21BrCl2F3N3OPSSe2W as an isolated structure at a distorted geometry, computed with ωB97M-V with the def2-TZVPD basis set.

```
68
Properties=species:S:1:pos:R:3:nbo_charge:R:1
W -0.233 0.650 -0.170 1.111
Cl -1.874 4.832 2.010 0.038
C -0.209 4.470 1.729 -0.096
C 0.781 5.412 2.074 -0.207
C 2.099 5.128 1.881 -0.055
Cl 3.302 6.289 2.329 0.037
C 2.498 3.885 1.322 -0.034
C 3.834 3.474 1.135 -0.097
C 4.080 2.233 0.627 -0.263
C 3.005 1.403 0.259 0.096
N 1.744 1.759 0.384 -0.479
C 1.489 2.981 0.953 0.079
C 0.127 3.257 1.181 0.336
O -0.749 2.319 0.876 -0.765
H 0.484 6.358 2.503 0.255
H 4.643 4.137 1.411 0.246
H 5.089 1.872 0.492 0.241
H 3.194 0.426 -0.161 0.232
F -4.726 -0.831 -2.925 -0.311
C -4.866 -1.422 -1.729 0.983
F -4.273 -2.622 -1.807 -0.311
F -6.174 -1.629 -1.530 -0.314
C -4.274 -0.581 -0.631 -0.219
C -5.039 -0.111 0.418 -0.078
C -4.452 0.670 1.415 -0.278
C -3.112 0.963 1.324 0.094
N -2.379 0.508 0.299 -0.539
C -2.917 -0.251 -0.659 0.112
S -1.650 -0.693 -1.746 0.008
H -6.091 -0.355 0.461 0.249
H -5.032 1.044 2.245 0.244
H -2.595 1.576 2.048 0.242
Se 1.437 -0.954 -1.372 -0.245
P 0.930 -2.042 0.476 1.066
Se 0.186 -0.694 2.005 -0.203
C -0.298 -3.303 0.089 -0.346
C -1.461 -3.430 0.839 -0.220
C -2.389 -4.407 0.504 -0.192
C -2.154 -5.251 -0.568 -0.173
C -0.988 -5.128 -1.313 -0.198
C -0.059 -4.154 -0.990 -0.193
C 2.420 -2.885 1.055 -0.340
C 3.331 -3.419 0.143 -0.211
C 4.430 -4.128 0.603 -0.204
C 4.624 -4.301 1.967 -0.164
C 3.722 -3.767 2.873 -0.202
C 2.618 -3.058 2.421 -0.203
H -1.647 -2.764 1.671 0.232
H -3.298 -4.504 1.083 0.225
H -2.883 -6.007 -0.830 0.228
H -0.807 -5.786 -2.153 0.228
H 0.837 -4.047 -1.589 0.221
H 3.195 -3.277 -0.922 0.223
H 5.137 -4.541 -0.104 0.228
H 5.485 -4.850 2.324 0.227
H 3.876 -3.897 3.935 0.229
H 1.918 -2.638 3.132 0.229
Br -0.497 5.340 -5.161 0.151
C -0.408 4.042 -3.821 -0.019
C -1.498 3.816 -2.996 -0.266
C -1.387 2.852 -2.016 0.091
N -0.274 2.127 -1.837 -0.518
C 0.771 2.356 -2.639 0.083
C 0.750 3.303 -3.644 -0.270
H -2.415 4.377 -3.105 0.254
H -2.207 2.655 -1.339 0.225
H 1.657 1.759 -2.466 0.219
H 1.618 3.455 -4.269 0.253
```

## Properties
Frontier orbital gap (alpha / beta) (eV): 7.1 / 7.1
Energy (eV): -295924.905
Charge: +1
Multiplicity: 3



C32H21BrCl2F3N3OPSSe2W as an isolated structure at a distorted geometry, computed with ωB97M-V with the def2-TZVPD basis set.

```
68
Properties=species:S:1:pos:R:3:nbo_charge:R:1
W 0.106 -0.273 -0.560 1.038
Cl 1.964 -4.518 -2.466 0.041
C 0.359 -4.335 -1.868 -0.099
C -0.537 -5.409 -1.941 -0.206
C -1.807 -5.290 -1.444 -0.058
Cl -2.885 -6.636 -1.527 0.039
C -2.243 -4.079 -0.856 -0.036
C -3.505 -3.877 -0.263 -0.093
C -3.780 -2.664 0.313 -0.264
C -2.833 -1.640 0.265 0.092
N -1.651 -1.769 -0.309 -0.481
C -1.335 -2.997 -0.832 0.081
C -0.014 -3.126 -1.314 0.340
O 0.806 -2.100 -1.180 -0.759
H -0.208 -6.339 -2.383 0.255
H -4.226 -4.681 -0.255 0.246
H -4.724 -2.473 0.801 0.242
H -3.063 -0.674 0.697 0.232
F 3.460 3.420 -2.817 -0.313
C 4.061 3.100 -1.654 0.984
F 3.570 3.921 -0.708 -0.312
F 5.367 3.370 -1.783 -0.312
C 3.828 1.653 -1.306 -0.220
C 4.868 0.760 -1.155 -0.078
C 4.606 -0.571 -0.840 -0.280
C 3.301 -0.977 -0.689 0.097
N 2.288 -0.111 -0.837 -0.538
C 2.524 1.183 -1.132 0.107
S 1.003 1.991 -1.160 0.027
H 5.887 1.099 -1.285 0.249
H 5.410 -1.281 -0.721 0.244
H 3.020 -1.997 -0.468 0.242
Se -1.748 1.391 0.065 -0.210
P -0.480 0.973 1.852 1.037
Se 0.646 -0.926 1.862 -0.175
C 0.655 2.356 2.145 -0.330
C 2.005 2.141 2.399 -0.224
C 2.846 3.221 2.605 -0.191
C 2.345 4.514 2.557 -0.172
C 0.997 4.727 2.307 -0.198
C 0.151 3.651 2.097 -0.195
C -1.672 0.920 3.226 -0.332
C -2.733 1.821 3.183 -0.208
C -3.628 1.877 4.233 -0.204
C -3.476 1.029 5.325 -0.178
C -2.425 0.125 5.362 -0.188
C -1.519 0.070 4.312 -0.211
H 2.399 1.131 2.435 0.233
H 3.896 3.050 2.801 0.225
H 3.005 5.357 2.712 0.228
H 0.600 5.732 2.265 0.228
H -0.891 3.832 1.880 0.221
H -2.874 2.464 2.322 0.221
H -4.450 2.579 4.200 0.228
H -4.184 1.072 6.141 0.229
H -2.306 -0.543 6.204 0.228
H -0.700 -0.636 4.340 0.231
Br -1.636 -0.615 -7.174 0.149
C -1.184 -0.488 -5.358 -0.010
C 0.139 -0.607 -4.953 -0.269
C 0.427 -0.513 -3.610 0.095
N -0.513 -0.308 -2.673 -0.522
C -1.786 -0.196 -3.080 0.084
C -2.166 -0.278 -4.400 -0.274
H 0.930 -0.771 -5.669 0.254
H 1.444 -0.619 -3.256 0.226
H -2.526 -0.034 -2.306 0.220
H -3.206 -0.181 -4.673 0.253
```

## Properties
Frontier orbital gap (alpha / beta) (eV): 7.0 / 6.9
Energy (eV): -295924.518
Charge: +1
Multiplicity: 3



C32H21BrF5O16PS2 as an isolated structure at a distorted geometry, computed with ωB97M-V with the def2-TZVPD basis set.

```
78
Properties=species:S:1:pos:R:3:lowdin_charge:R:1
O -3.754 2.995 5.116 -0.321
S -4.255 2.235 4.041 0.874
O -4.762 3.342 2.948 -0.607
P -6.377 3.125 2.428 0.542
O -6.595 1.495 2.313 -0.384
Br -6.287 3.802 0.274 0.294
O -2.853 1.579 3.287 -0.392
S -3.157 0.451 2.173 0.622
O -3.976 0.910 1.116 -0.240
O -1.898 0.086 1.610 -0.231
C -3.826 -1.119 2.904 -0.480
F -2.787 -1.772 3.394 0.162
F -4.688 -0.924 3.888 0.150
C -4.494 -2.027 1.839 -0.619
F -5.708 -1.591 1.537 0.182
F -4.660 -3.238 2.311 0.220
F -3.811 -2.092 0.719 0.191
H -6.851 1.268 1.402 0.041
C 0.629 4.527 -1.322 0.024
C 1.755 3.871 -1.589 0.023
C 1.984 2.498 -1.077 -0.391
O 3.009 1.896 -1.319 0.092
C 0.912 1.885 -0.260 0.028
C -0.214 2.540 0.007 0.031
C -0.445 3.913 -0.503 -0.378
O -1.472 4.510 -0.261 0.105
H 0.444 5.530 -1.685 0.122
H 2.550 4.302 -2.184 0.123
H 1.098 0.881 0.103 0.124
H -0.997 2.103 0.599 0.089
C 4.178 2.535 3.206 0.010
C 4.202 1.769 4.294 0.021
C 3.087 1.791 5.274 -0.377
O 3.107 1.096 6.267 0.112
C 1.946 2.698 4.992 0.022
C 1.925 3.462 3.904 0.020
C 3.040 3.439 2.925 -0.388
O 3.017 4.135 1.931 0.094
H 4.981 2.533 2.481 0.121
H 5.023 1.104 4.512 0.100
H 1.142 2.700 5.717 0.121
H 1.102 4.129 3.681 0.121
C 6.179 -2.498 1.943 0.024
C 6.195 -3.030 0.724 0.024
C 5.601 -2.318 -0.434 -0.367
O 5.615 -2.808 -1.545 0.096
C 4.992 -0.990 -0.183 0.027
C 4.976 -0.459 1.036 0.036
C 5.568 -1.169 2.193 -0.364
O 5.554 -0.684 3.307 0.091
H 6.605 -3.001 2.801 0.122
H 6.637 -3.998 0.521 0.121
H 4.563 -0.484 -1.036 0.104
H 4.534 0.508 1.236 0.104
C 1.478 -0.775 -3.832 0.027
C 1.378 -1.067 -5.125 0.026
C 2.104 -2.220 -5.711 -0.387
O 2.016 -2.486 -6.891 0.104
C 2.942 -3.035 -4.798 0.026
C 3.041 -2.744 -3.504 0.025
C 2.316 -1.590 -2.920 -0.366
O 2.399 -1.320 -1.739 0.087
H 0.956 0.063 -3.386 0.119
H 0.771 -0.484 -5.805 0.123
H 3.463 -3.873 -5.244 0.123
H 3.648 -3.326 -2.824 0.103
C -4.076 -2.242 -2.501 0.026
C -5.175 -2.861 -2.077 0.022
C -6.086 -3.548 -3.024 -0.384
O -7.088 -4.110 -2.638 0.109
C -5.723 -3.521 -4.462 0.021
C -4.624 -2.903 -4.887 0.021
C -3.714 -2.216 -3.939 -0.384
O -2.711 -1.654 -4.324 0.104
H -3.400 -1.734 -1.825 0.116
H -5.455 -2.892 -1.032 0.104
H -6.399 -4.029 -5.138 0.122
H -4.344 -2.872 -5.932 0.122
```

## Properties
Frontier orbital gap (eV): 8.4
Energy (eV): -180867.255